[1]
40
Properties=species:S:1:pos:R:3:forces:R:3:mulliken_spin:R:1 method="wB97M-V/def2-TZVPD" spin_multiplicity=5 total_charge=+1 molar_mass_g_mol=553.78 lumo_ev="-2.795 / -5.563" orbital_gap_ev="8.24 / 5.77" s_squared=6.038
Pd 0.77055 0.50839 0.19345 0.48 -0.43 -0.56 1.210
S -0.75996 -0.34955 -1.48931 -0.22 0.25 0.01 0.628
C -0.46278 -2.01177 -1.52466 0.02 -0.30 -0.08 0.112
C -1.32828 -2.84437 -2.28910 0.07 0.25 0.09 -0.011
C -1.12394 -4.18787 -2.36763 -0.01 -0.28 -0.04 0.039
C -2.02775 -5.00479 -3.13359 0.07 0.08 0.04 -0.006
N -2.76003 -5.64173 -3.74708 0.01 0.01 0.02 0.026
C -0.01795 -4.79281 -1.68538 -0.08 -0.17 -0.09 0.011
C 0.83239 -4.02393 -0.95353 0.04 0.26 0.06 0.011
C 0.64069 -2.61371 -0.84444 -0.14 -0.27 -0.16 0.088
S 1.74411 -1.72938 0.06352 0.23 -0.03 0.25 0.712
C 0.19883 -6.21311 -1.76811 -0.03 0.11 0.00 -0.002
N 0.38734 -7.34443 -1.82056 -0.01 0.02 0.00 0.010
H -2.16310 -2.39516 -2.80946 0.00 0.01 0.00 -0.010
H 1.66705 -4.48081 -0.43965 0.00 0.02 0.00 -0.012
N -1.77321 -1.34828 3.33960 -0.03 0.04 -0.01 0.007
C -1.31665 -0.56346 2.36131 0.09 -0.13 0.02 0.008
O -0.12529 -0.60334 2.02402 -0.21 0.32 0.03 0.050
C -2.30184 0.33738 1.65850 0.12 -0.07 -0.02 -0.052
C -1.62006 1.54542 1.12086 -0.62 0.44 0.24 0.886
H -1.14086 -1.98363 3.79893 0.00 -0.01 -0.01 -0.001
H -2.73530 -1.32307 3.62788 0.01 -0.01 0.02 0.006
H -3.10535 0.62827 2.34603 -0.02 -0.05 0.00 0.056
H -2.76113 -0.25444 0.86238 0.01 0.02 -0.02 0.010
H -1.17975 2.22493 1.84061 0.18 -0.08 -0.02 0.020
H -2.03287 2.01716 0.23887 0.10 -0.08 -0.10 -0.008
Br 2.31745 1.86808 2.23300 0.08 -0.05 0.11 0.048
C 1.68830 3.34846 1.22727 0.01 0.07 0.01 0.003
C 2.07889 4.63537 1.55044 -0.04 -0.01 -0.05 0.002
C 1.57361 5.65255 0.75762 0.00 0.04 0.00 -0.002
C 0.72405 5.34324 -0.29658 0.01 0.03 0.00 0.003
C 0.40188 4.01965 -0.52314 0.00 -0.08 0.01 -0.006
N 0.88024 3.02730 0.23693 -0.13 0.06 0.11 0.026
H 2.74225 4.82924 2.38000 0.00 -0.02 0.00 0.000
H 1.84474 6.67983 0.96171 -0.01 0.00 0.00 0.000
H 0.31680 6.11544 -0.93317 0.00 0.00 0.00 0.000
H -0.25411 3.72910 -1.33441 0.00 -0.02 0.01 0.002
N 3.44806 1.09035 -1.61535 -0.06 -0.02 -0.25 -0.027
C 2.35496 0.98763 -1.26224 0.05 0.08 0.37 0.163
H 4.37801 1.12184 -1.98552 0.00 0.03 -0.01 0.002

=====

[2]
42
Properties=species:S:1:pos:R:3:forces:R:3:mulliken_charge:R:1 method="wB97M-V/def2-TZVPD" total_charge=-1 molar_mass_g_mol=503.16 lumo_ev=0.486 orbital_gap_ev=4.39
Cl -0.81723 -0.11523 2.92227 -0.96 0.07 0.74 -0.326
C 0.32230 -1.45342 1.06758 -1.32 -4.05 2.22 -0.693
C -0.33926 -2.70929 1.32944 0.79 1.18 -0.46 0.334
Cl -1.94429 -3.13582 0.91436 -0.18 0.00 -0.06 -0.166
C 0.22685 -3.85862 2.17103 0.13 -0.39 -0.48 0.178
O -0.41688 -4.77203 2.65973 0.51 1.55 -0.72 -0.567
C 1.75238 -3.85216 2.31399 0.39 0.07 -0.55 0.426
O 2.37063 -4.86625 2.56827 -0.58 0.73 0.07 -0.586
C 2.37525 -2.55011 2.00170 -0.88 1.07 -0.47 0.251
Cl 4.05814 -2.51949 2.31180 0.20 0.29 0.03 -0.203
C 1.67921 -1.44639 1.49980 2.79 -1.75 1.35 0.581
Cl 2.48048 0.03502 1.40760 0.53 0.21 0.41 -0.075
C 1.83249 3.51878 2.69040 0.63 0.23 -0.07 -1.064
C 0.37179 3.22037 2.38123 0.69 -0.24 -0.99 -0.224
O 0.43381 2.14502 1.37277 1.13 0.57 1.62 0.075
C -0.57227 1.55419 0.79492 0.27 -0.55 1.33 -0.062
C -0.49095 -0.22937 1.07429 -2.90 3.60 -2.73 0.946
O -1.48476 -0.51643 0.13939 -2.22 -0.51 1.15 -0.101
C -2.88734 -0.27592 0.49334 1.09 -0.10 0.47 -0.846
S 0.92025 0.19984 -1.07742 -2.53 0.80 -0.04 1.326
C -0.06563 0.19829 -2.60149 0.78 -0.39 -0.08 0.107
C 0.09883 -0.91203 -3.41554 -0.34 -0.06 -0.23 -0.404
C -0.51382 -0.94137 -4.65742 -0.60 0.60 -0.64 -0.578
C -1.29782 0.14809 -5.09574 0.51 0.27 1.60 -0.473
C -1.45589 1.26738 -4.23220 0.32 -0.98 -0.51 -0.606
C -0.81925 1.28882 -2.98904 -0.49 0.18 -0.26 -0.346
O 1.56763 1.49666 -1.10715 1.27 1.71 -0.68 -0.757
O 1.73826 -0.97484 -1.22779 2.16 -2.30 -0.87 -0.708
O -1.52670 2.13628 0.33647 0.86 -1.36 0.06 -0.606
H 1.91723 4.24960 3.51326 -0.17 -0.28 -0.22 0.415
H 2.39007 2.60656 2.98446 -0.47 0.44 -0.15 0.193
H 2.35466 3.96277 1.81944 -0.38 -0.34 0.35 0.288
H -0.11281 2.86095 3.29406 -0.31 -0.11 -0.41 0.258
H -0.10896 4.11074 1.95630 -0.17 -0.36 0.16 0.254
H -3.42786 -0.34032 -0.44337 -0.04 0.01 -0.08 0.206
H -3.18162 -1.07695 1.18176 -0.25 0.41 -0.19 0.322
H -3.00264 0.71209 0.95228 -0.11 -0.41 -0.21 0.350
H 0.71313 -1.74267 -3.07363 -0.07 0.26 -0.02 0.415
H -0.37764 -1.80201 -5.30954 -0.05 0.11 0.07 0.356
H -1.78610 0.12444 -6.05310 -0.08 0.02 -0.25 0.382
H -2.05226 2.11213 -4.55308 -0.03 0.01 -0.01 0.376
H -0.92141 2.14269 -2.31542 0.09 -0.22 -0.25 0.351

=====

[3]
36
Properties=species:S:1:pos:R:3:forces:R:3:mulliken_charge:R:1 method="wB97M-V/def2-TZVPD" total_charge=+2 molar_mass_g_mol=496.60 lumo_ev=-8.570 orbital_gap_ev=6.42
W 0.40568 -1.33865 -0.00063 0.54 0.31 0.00 1.564
Cl 5.76718 3.71804 0.00156 0.09 0.08 0.00 -0.135
C 4.71271 2.37547 0.00075 0.01 -0.27 0.00 0.107
C 5.23730 1.07183 -0.00011 -0.03 0.44 0.00 -0.489
C 4.40412 -0.02635 -0.00075 -0.58 -0.57 0.00 -0.604
C 3.02780 0.15472 -0.00050 0.73 1.22 0.00 0.604
O 2.17185 -0.86839 -0.00081 0.19 -0.20 0.00 -0.571
C 2.47885 1.46188 0.00029 0.18 -0.66 0.00 0.037
C 1.08186 1.65987 0.00045 -0.15 -0.24 0.00 0.799
N 0.13730 0.72599 -0.00003 0.04 1.23 0.00 0.061
C -1.23164 1.15751 0.00007 -0.51 0.12 0.00 1.197
C -1.70495 2.44842 0.00031 0.22 -0.15 0.00 -0.965
C -3.08586 2.70907 0.00054 -0.21 0.00 0.00 -1.111
C -3.99647 1.69126 0.00046 0.03 0.07 0.00 -0.930
C -3.54664 0.35313 0.00018 0.06 -0.12 0.00 0.855
C -4.41852 -0.75393 0.00007 0.17 -0.02 0.00 -0.351
C -3.89960 -2.02899 -0.00008 -0.13 0.07 0.00 -0.874
C -2.52523 -2.20631 -0.00022 0.06 -0.17 0.00 0.210
N -1.65278 -1.18567 -0.00027 -0.89 0.44 0.00 -0.231
C -2.16233 0.09714 -0.00003 0.14 0.35 0.00 0.290
C 3.35045 2.56658 0.00091 -0.11 0.15 0.00 -1.027
H 6.31094 0.93824 -0.00030 0.00 -0.01 0.00 0.451
H 4.79952 -1.03352 -0.00139 0.06 0.03 0.00 0.472
H 0.76729 2.69674 0.00103 -0.05 0.01 0.00 0.208
H -1.04712 3.30587 0.00029 0.03 -0.03 0.00 0.369
H -3.42215 3.73658 0.00075 0.02 0.00 0.00 0.430
H -5.05977 1.89098 0.00061 0.01 0.01 0.00 0.454
H -5.48884 -0.58835 0.00015 0.00 -0.02 0.00 0.497
H -4.54484 -2.89526 -0.00006 0.03 -0.02 0.00 0.430
H -2.11509 -3.20546 -0.00035 0.06 0.03 0.00 0.176
H 2.95176 3.57356 0.00145 -0.01 -0.01 0.00 0.475
C 0.45748 -4.50349 -0.00089 0.08 -0.90 0.00 -0.524
O 0.39631 -3.08451 -0.00080 0.03 -1.74 0.00 -0.737
H -0.54301 -4.93336 -0.00092 -0.04 0.18 0.00 0.262
H 0.99318 -4.84038 0.88505 -0.03 0.19 0.04 0.301
H 0.99326 -4.84025 -0.88682 -0.03 0.19 -0.04 0.301

=====

Copy entry 2 word for word.
42
Properties=species:S:1:pos:R:3:forces:R:3:mulliken_charge:R:1 method="wB97M-V/def2-TZVPD" total_charge=-1 molar_mass_g_mol=503.16 lumo_ev=0.486 orbital_gap_ev=4.39
Cl -0.81723 -0.11523 2.92227 -0.96 0.07 0.74 -0.326
C 0.32230 -1.45342 1.06758 -1.32 -4.05 2.22 -0.693
C -0.33926 -2.70929 1.32944 0.79 1.18 -0.46 0.334
Cl -1.94429 -3.13582 0.91436 -0.18 0.00 -0.06 -0.166
C 0.22685 -3.85862 2.17103 0.13 -0.39 -0.48 0.178
O -0.41688 -4.77203 2.65973 0.51 1.55 -0.72 -0.567
C 1.75238 -3.85216 2.31399 0.39 0.07 -0.55 0.426
O 2.37063 -4.86625 2.56827 -0.58 0.73 0.07 -0.586
C 2.37525 -2.55011 2.00170 -0.88 1.07 -0.47 0.251
Cl 4.05814 -2.51949 2.31180 0.20 0.29 0.03 -0.203
C 1.67921 -1.44639 1.49980 2.79 -1.75 1.35 0.581
Cl 2.48048 0.03502 1.40760 0.53 0.21 0.41 -0.075
C 1.83249 3.51878 2.69040 0.63 0.23 -0.07 -1.064
C 0.37179 3.22037 2.38123 0.69 -0.24 -0.99 -0.224
O 0.43381 2.14502 1.37277 1.13 0.57 1.62 0.075
C -0.57227 1.55419 0.79492 0.27 -0.55 1.33 -0.062
C -0.49095 -0.22937 1.07429 -2.90 3.60 -2.73 0.946
O -1.48476 -0.51643 0.13939 -2.22 -0.51 1.15 -0.101
C -2.88734 -0.27592 0.49334 1.09 -0.10 0.47 -0.846
S 0.92025 0.19984 -1.07742 -2.53 0.80 -0.04 1.326
C -0.06563 0.19829 -2.60149 0.78 -0.39 -0.08 0.107
C 0.09883 -0.91203 -3.41554 -0.34 -0.06 -0.23 -0.404
C -0.51382 -0.94137 -4.65742 -0.60 0.60 -0.64 -0.578
C -1.29782 0.14809 -5.09574 0.51 0.27 1.60 -0.473
C -1.45589 1.26738 -4.23220 0.32 -0.98 -0.51 -0.606
C -0.81925 1.28882 -2.98904 -0.49 0.18 -0.26 -0.346
O 1.56763 1.49666 -1.10715 1.27 1.71 -0.68 -0.757
O 1.73826 -0.97484 -1.22779 2.16 -2.30 -0.87 -0.708
O -1.52670 2.13628 0.33647 0.86 -1.36 0.06 -0.606
H 1.91723 4.24960 3.51326 -0.17 -0.28 -0.22 0.415
H 2.39007 2.60656 2.98446 -0.47 0.44 -0.15 0.193
H 2.35466 3.96277 1.81944 -0.38 -0.34 0.35 0.288
H -0.11281 2.86095 3.29406 -0.31 -0.11 -0.41 0.258
H -0.10896 4.11074 1.95630 -0.17 -0.36 0.16 0.254
H -3.42786 -0.34032 -0.44337 -0.04 0.01 -0.08 0.206
H -3.18162 -1.07695 1.18176 -0.25 0.41 -0.19 0.322
H -3.00264 0.71209 0.95228 -0.11 -0.41 -0.21 0.350
H 0.71313 -1.74267 -3.07363 -0.07 0.26 -0.02 0.415
H -0.37764 -1.80201 -5.30954 -0.05 0.11 0.07 0.356
H -1.78610 0.12444 -6.05310 -0.08 0.02 -0.25 0.382
H -2.05226 2.11213 -4.55308 -0.03 0.01 -0.01 0.376
H -0.92141 2.14269 -2.31542 0.09 -0.22 -0.25 0.351

=====

Copy entry 3 word for word.
36
Properties=species:S:1:pos:R:3:forces:R:3:mulliken_charge:R:1 method="wB97M-V/def2-TZVPD" total_charge=+2 molar_mass_g_mol=496.60 lumo_ev=-8.570 orbital_gap_ev=6.42
W 0.40568 -1.33865 -0.00063 0.54 0.31 0.00 1.564
Cl 5.76718 3.71804 0.00156 0.09 0.08 0.00 -0.135
C 4.71271 2.37547 0.00075 0.01 -0.27 0.00 0.107
C 5.23730 1.07183 -0.00011 -0.03 0.44 0.00 -0.489
C 4.40412 -0.02635 -0.00075 -0.58 -0.57 0.00 -0.604
C 3.02780 0.15472 -0.00050 0.73 1.22 0.00 0.604
O 2.17185 -0.86839 -0.00081 0.19 -0.20 0.00 -0.571
C 2.47885 1.46188 0.00029 0.18 -0.66 0.00 0.037
C 1.08186 1.65987 0.00045 -0.15 -0.24 0.00 0.799
N 0.13730 0.72599 -0.00003 0.04 1.23 0.00 0.061
C -1.23164 1.15751 0.00007 -0.51 0.12 0.00 1.197
C -1.70495 2.44842 0.00031 0.22 -0.15 0.00 -0.965
C -3.08586 2.70907 0.00054 -0.21 0.00 0.00 -1.111
C -3.99647 1.69126 0.00046 0.03 0.07 0.00 -0.930
C -3.54664 0.35313 0.00018 0.06 -0.12 0.00 0.855
C -4.41852 -0.75393 0.00007 0.17 -0.02 0.00 -0.351
C -3.89960 -2.02899 -0.00008 -0.13 0.07 0.00 -0.874
C -2.52523 -2.20631 -0.00022 0.06 -0.17 0.00 0.210
N -1.65278 -1.18567 -0.00027 -0.89 0.44 0.00 -0.231
C -2.16233 0.09714 -0.00003 0.14 0.35 0.00 0.290
C 3.35045 2.56658 0.00091 -0.11 0.15 0.00 -1.027
H 6.31094 0.93824 -0.00030 0.00 -0.01 0.00 0.451
H 4.79952 -1.03352 -0.00139 0.06 0.03 0.00 0.472
H 0.76729 2.69674 0.00103 -0.05 0.01 0.00 0.208
H -1.04712 3.30587 0.00029 0.03 -0.03 0.00 0.369
H -3.42215 3.73658 0.00075 0.02 0.00 0.00 0.430
H -5.05977 1.89098 0.00061 0.01 0.01 0.00 0.454
H -5.48884 -0.58835 0.00015 0.00 -0.02 0.00 0.497
H -4.54484 -2.89526 -0.00006 0.03 -0.02 0.00 0.430
H -2.11509 -3.20546 -0.00035 0.06 0.03 0.00 0.176
H 2.95176 3.57356 0.00145 -0.01 -0.01 0.00 0.475
C 0.45748 -4.50349 -0.00089 0.08 -0.90 0.00 -0.524
O 0.39631 -3.08451 -0.00080 0.03 -1.74 0.00 -0.737
H -0.54301 -4.93336 -0.00092 -0.04 0.18 0.00 0.262
H 0.99318 -4.84038 0.88505 -0.03 0.19 0.04 0.301
H 0.99326 -4.84025 -0.88682 -0.03 0.19 -0.04 0.301